# C24H36CuN2OS2Sb

A molecular structure, C24H36CuN2OS2Sb (ωB97M-V/def2-TZVPD, the Open Molecules 2025 dataset).

Results
- Kohn-Sham gap (eV) = 6.7
- E_LUMO (hartree) = 0.017
- maximum force (eV/A) = 3.45

Last column: Mulliken charge in e.
Positions of all 67 atoms, in Å:
H (-0.8718, 4.2100, -1.0674)  0.323
H (2.7691, 0.8232, -3.2512)  0.180
H (1.3385, -6.8731, 2.2451)  0.350
H (1.3367, 0.2456, -4.1296)  0.334
H (0.0407, 3.5196, -2.8971)  0.283
C (2.0921, 2.7132, -0.0461)  1.235
C (1.2080, -5.7877, 2.2446)  -0.658
C (-5.3546, -1.1930, 1.1388)  -0.797
C (2.1091, -0.0374, -3.3630)  -1.428
H (1.8859, 4.0300, -1.7469)  0.316
H (-3.4298, 1.6960, -2.1340)  0.397
C (2.5208, -1.1998, -1.1229)  -1.360
H (3.8813, 2.6739, 1.0007)  0.532
H (-2.6258, 3.8529, -1.2845)  0.479
H (1.7901, -0.2197, 3.7659)  0.422
H (-0.1434, -1.9403, -1.2845)  0.086
C (-2.9933, 0.1115, 2.0416)  0.714
C (-0.6411, 2.6779, -3.1202)  -1.283
Cu (-0.2102, -0.3803, 1.2845)  0.904
H (3.4096, -0.4832, -1.0205)  0.198
C (-2.4256, 1.2002, -1.8988)  -0.968
H (2.0882, -1.3341, -0.0927)  0.143
H (3.2096, 2.9039, -1.9913)  0.305
H (-1.3734, 3.0399, -3.8384)  0.484
H (2.2837, -5.5801, 4.1093)  0.375
C (1.7808, -3.6443, 3.1856)  0.290
H (2.7659, -0.8082, -3.8345)  0.407
C (1.6973, -1.2302, 3.3840)  -0.111
H (-6.2367, -1.6469, 0.6983)  0.405
H (-0.4550, -1.1440, -2.9299)  0.229
C (1.8229, -5.0591, 3.2665)  -0.359
C (0.9525, -3.0034, 2.2059)  0.366
H (-0.4020, -3.2283, 0.4895)  0.164
H (-2.1834, 0.4942, -2.7135)  0.280
H (-2.6101, 0.5478, -1.0129)  -0.045
C (0.2951, -1.5453, -2.2381)  -1.431
O (-1.8129, -1.6561, 1.0140)  -0.499
H (2.6645, 1.4920, 1.6203)  0.182
H (-4.3722, 1.6039, 2.8910)  0.345
H (0.6431, -2.4892, -2.6705)  0.526
C (-4.2504, 0.6186, 2.4184)  -0.956
Sb (0.5627, 1.1313, -0.8098)  0.407
H (0.7717, 3.0548, 1.6732)  0.165
N (-2.9889, -1.0728, 1.3720)  0.132
C (1.4835, -0.5830, -2.0590)  1.189
H (-1.6940, 3.1195, 0.1010)  0.324
C (-1.6192, 3.4093, -0.9612)  -1.649
H (3.5740, 1.1154, 0.1845)  0.331
S (2.5168, -2.4653, 4.2625)  -0.243
C (-4.0650, -1.7557, 0.9300)  -0.140
H (-6.4055, 0.4065, 2.1791)  0.360
C (0.3441, -3.7260, 1.1424)  -0.212
N (0.9275, -1.6233, 2.4063)  0.064
H (2.0637, 4.2310, 1.3250)  0.525
C (-1.3315, 2.2634, -1.8413)  1.259
H (-3.8496, -2.6642, 0.3873)  0.427
H (0.5240, 4.1600, 0.3045)  0.198
S (-1.5744, 0.9888, 2.3519)  -0.590
H (0.2429, -5.6508, 0.2950)  0.387
C (2.6861, 3.4879, -1.2711)  -1.532
H (-0.0825, 1.8343, -3.6171)  0.138
C (3.1093, 1.9222, 0.7291)  -1.597
C (1.2849, 3.5684, 0.8557)  -1.418
H (2.7502, -2.2368, -1.4520)  0.508
C (-5.4354, -0.0166, 1.9139)  -0.151
H (3.4378, 4.2380, -0.8899)  0.404
C (0.5732, -5.1072, 1.1724)  -0.643

# C24H36F6FeO18P

A molecular structure, C24H36F6FeO18P (ωB97M-V/def2-TZVPD, the Open Molecules 2025 dataset).

Results
- Kohn-Sham gap (alpha / beta) (eV) = 11.3 / 6.2
- E_LUMO (alpha / beta) (hartree) = -0.158 / -0.345
- 2S+1 = 6
- maximum force (eV/A) = 6.82
- <S²> = 8.76
- total charge = +2

Last column: Mulliken spin population.
Positions of all 86 atoms, in Å:
O (-2.1500, 1.7812, -3.7173)  0.002
H (-4.7918, 1.0810, 3.7691)  0.000
F (2.4240, 0.4108, -4.8313)  0.007
H (-4.7822, 0.5459, -4.2998)  0.000
O (0.4040, -2.7710, 2.2039)  0.002
C (4.1558, 1.3693, 3.3756)  0.000
H (6.0912, -1.5637, 3.3305)  0.000
F (1.2817, -1.5332, -4.3613)  0.003
H (4.2208, 5.0660, -0.2427)  0.000
H (-1.2284, -5.1237, 1.7848)  0.000
H (5.3534, 5.4386, -2.2180)  0.000
F (2.1035, -1.6271, -2.3754)  0.045
Fe (0.7947, -0.0937, -1.0843)  4.404
H (-4.0159, 1.0602, -5.6864)  0.000
H (-5.0171, -1.6314, -1.4021)  0.000
H (1.1472, -4.3080, 3.4460)  0.000
H (-4.2061, -0.3425, 2.6473)  0.000
H (0.1728, -6.9826, 2.5630)  0.000
H (2.0937, 6.1784, -0.4775)  0.000
H (4.9841, 2.0530, 3.1897)  0.000
H (5.0832, 3.7660, -2.3919)  0.000
F (3.4945, -1.5729, -4.4517)  0.002
H (-3.0222, -3.2976, 1.3185)  0.000
C (-4.1526, -1.8593, -0.7785)  -0.002
C (2.9821, 0.4259, 1.6356)  0.010
C (-1.9479, 0.6642, 3.8478)  0.000
H (-5.1270, 2.1149, -4.8943)  0.000
O (-0.5389, 0.1170, 0.7131)  0.042
F (1.2404, 0.2536, -3.0013)  0.087
O (0.7455, -2.1755, 0.0415)  0.058
H (-0.5536, -3.9461, 3.7016)  0.000
O (-2.7250, 2.3226, -1.7466)  0.002
O (-0.8479, 1.2284, -1.7897)  0.079
O (-2.2801, -3.0664, -1.2652)  0.005
H (-2.9072, -4.8790, 0.4850)  0.000
O (3.3101, 3.4942, -0.9021)  0.001
C (-2.9421, 1.3542, 2.9018)  0.000
O (-3.0608, -1.1464, -1.5383)  0.007
O (1.4309, 2.2865, -1.3509)  0.069
C (-1.7944, 1.7160, -2.4042)  0.001
H (-3.9647, -3.8608, -1.6388)  0.000
H (-4.3259, -1.3888, 0.1893)  0.000
H (0.8175, -6.8730, 0.9580)  0.000
H (-2.3803, -0.1321, 4.4537)  0.000
C (0.4962, -3.0681, 0.9200)  -0.003
F (3.4768, 0.1934, -2.7710)  0.003
C (-4.2970, 1.4350, -4.7023)  0.000
C (2.0865, 3.3236, -1.2765)  -0.004
H (-4.8517, 1.1182, 2.0148)  0.000
O (-0.9342, 0.4229, 2.9396)  0.002
H (-3.0516, 2.4223, 3.0898)  0.000
O (-0.7966, -1.3959, -1.9434)  0.113
H (-3.2347, 3.2951, -4.6153)  0.000
C (-3.4518, -3.9368, 0.5471)  0.000
C (-0.1439, -5.0219, 1.8248)  0.001
O (2.4992, 0.3763, 0.5451)  0.048
O (3.8479, -0.4930, 2.0445)  0.004
H (3.9109, 1.6051, 4.4112)  0.000
C (0.7317, -6.3255, 1.8967)  0.000
O (2.9780, 1.4642, 2.4781)  0.003
O (1.5119, 4.4844, -1.5522)  0.001
H (6.3371, 0.1284, 2.5074)  0.000
O (-2.4526, 1.0649, 1.5461)  0.003
C (2.3559, 5.5190, -1.3049)  0.000
H (-4.4187, -4.2576, 0.9347)  0.000
C (0.2266, -4.0117, 2.9432)  0.000
H (4.1634, -0.6116, 4.1953)  0.000
H (2.6402, 6.1114, -2.1745)  0.000
H (4.2417, 4.8882, -3.4033)  0.000
H (6.2662, -0.0308, 4.2346)  0.000
C (-3.7911, 2.7189, -2.6165)  0.001
C (4.4446, -0.1578, 3.2450)  0.000
H (-1.7207, 1.5454, 4.4478)  0.000
H (-3.9584, 3.7957, -2.6416)  0.000
C (-3.5855, -3.2583, -0.8134)  0.001
C (-4.2985, 0.7214, 2.8661)  0.000
H (-4.8154, 2.3855, -2.4501)  0.000
O (0.2718, -4.3099, 0.6777)  0.000
C (4.5511, 4.7171, -2.3723)  0.000
C (3.6553, 4.7638, -1.1242)  0.001
H (1.7816, -6.1921, 2.1574)  0.000
C (-1.1983, 0.6161, 1.5983)  -0.006
C (-3.3697, 2.3812, -4.0368)  0.000
C (-1.9709, -1.8204, -1.6333)  0.011
P (2.3746, -0.6727, -3.6460)  -0.005
C (5.9230, -0.4870, 3.3061)  0.000

# C24H36HfN9O2S

A molecular structure, C24H36HfN9O2S (ωB97M-V/def2-TZVPD, the Open Molecules 2025 dataset).

Results
- Kohn-Sham gap (eV) = 7.2
- E_LUMO (hartree) = -0.081
- maximum force (eV/A) = 3.91
- total charge = +1

Last column: Mulliken charge in e.
Positions of all 73 atoms, in Å:
N (-1.0397, -0.8369, -0.4750)  0.561
C (-2.5389, 0.8460, -1.4056)  1.217
H (-1.1330, 1.9899, -0.0078)  0.211
C (-3.1058, -0.8126, -3.5297)  -0.789
C (1.0396, 2.3478, 1.4724)  -0.072
H (3.8325, 2.5256, -2.3201)  0.517
C (2.3108, -1.8680, 3.4237)  -1.049
H (1.2921, 3.5535, -6.0061)  0.270
H (3.3190, -2.2358, 3.8016)  0.440
C (-1.8154, -1.3059, 2.8746)  -0.775
O (3.6177, 1.1829, 0.1031)  -0.835
H (-1.7907, 0.3343, 1.6842)  -0.086
H (-2.5894, 2.7977, -0.5133)  0.447
H (1.3181, -3.8191, 3.8592)  0.399
C (-3.6057, 0.4982, -3.5134)  -1.010
H (0.1062, -3.0122, -0.8768)  -0.209
H (1.6096, -3.3209, -0.6060)  0.224
C (0.7939, 4.6541, 2.6767)  -0.716
C (-2.2986, -1.3196, -2.5588)  0.420
H (-0.4319, -4.9293, 0.0768)  0.436
N (0.3213, 2.3734, 2.6013)  -0.185
H (-2.3231, -1.9238, 2.0218)  0.212
N (-1.1845, -0.1382, 2.3152)  -0.429
N (2.4345, -1.0180, 2.2347)  -0.466
H (3.1604, -1.4902, 1.7126)  0.236
C (0.5746, 1.5231, -2.1528)  1.644
H (-0.6271, -2.4756, -3.2899)  0.199
C (-0.4034, -3.9506, 1.9357)  -0.929
C (1.6292, 4.5794, 1.6071)  -0.191
O (2.1257, -0.5717, -0.5642)  -1.028
S (2.3113, 0.8955, -0.3316)  1.844
H (-0.8291, 0.5576, 3.0166)  0.280
H (-0.3669, 3.6123, 4.0596)  0.500
H (-2.4597, -1.0385, 3.7041)  0.576
C (-2.1730, 1.8022, -0.3221)  -1.511
C (1.5297, -3.1009, 3.0303)  -0.707
H (-1.2193, -3.0267, 3.9809)  0.384
H (-0.9160, 2.0949, -3.5816)  0.143
N (0.7583, -3.2198, -0.1380)  -0.543
N (0.5094, 3.4718, -5.3096)  -0.569
C (0.2888, -4.3409, 0.6441)  -1.015
H (-0.2619, 2.9728, -5.7230)  0.269
C (-1.9890, -0.4758, -1.4803)  0.611
H (0.7287, 5.6490, 3.2144)  0.305
H (-0.1841, -1.7152, 4.2486)  0.555
C (-3.2924, 1.3409, -2.4759)  -1.199
C (1.8865, 1.7435, -1.8263)  -0.009
C (-1.6591, -2.6591, -2.8561)  -0.986
H (3.0882, 3.6604, -4.3385)  0.268
N (0.2054, -2.7094, 2.4604)  0.341
C (0.0689, 2.2544, -3.2472)  -0.889
H (-2.7745, 1.5823, 0.5907)  0.510
Hf (0.4209, -1.0199, 0.7379)  2.081
H (1.1083, -5.0476, 0.9050)  0.399
H (2.8018, -0.1099, 2.4609)  0.281
H (-0.1243, 1.0643, -1.4893)  -1.566
C (2.3439, 3.1369, -3.7101)  -0.842
C (2.7918, 2.5102, -2.5363)  -0.622
H (-2.2250, -3.1593, -3.6103)  0.503
H (-0.2985, -4.7116, 2.7311)  0.549
H (-3.6899, 2.3246, -2.4612)  0.494
N (1.7558, 3.3787, 0.9973)  -0.520
H (-3.4018, -1.4178, -4.3645)  0.393
H (2.1740, -3.6791, 2.3092)  0.381
C (-0.7364, -2.1960, 3.4688)  -1.063
C (0.1820, 3.5270, 3.1527)  -0.232
H (-4.1184, 0.8738, -4.4036)  0.372
H (-1.4782, -3.7720, 1.8000)  0.534
N (1.1456, 1.1594, 0.7349)  0.258
H (1.8269, -1.3708, 4.2433)  0.459
H (2.2930, 5.2988, 1.1689)  0.504
H (-1.5754, -3.2587, -1.9365)  0.168
C (0.9559, 2.9401, -4.0989)  0.645

Q: maximum force of number 1 (C24H36CuN2OS2Sb)?
A: 3.45 eV/A

Q: Which of these has the lowest maximum force?
A: C24H36CuN2OS2Sb